Entry w
Below is one molecule with the formula C3H2O2S, with properties calculated with the ωB97M-V functional and the def2-TZVPD basis.

SMILES: S=c1occo1
highest occupied orbital energy: -8.82 eV

```
! RIJCOSX wB97M-V def2-TZVPD def2/J DEFGRID3
* xyz 0 1
S -0.297 2.625 0.964
O 0.089 0.917 -0.784
O -0.231 -0.036 1.258
C -0.219 1.090 0.490
C 0.170 -0.471 -0.935
C 0.020 -1.088 0.308
H 0.282 -0.849 -1.956
H 0.187 -2.186 0.655
*
```

---

Entry x
Below is a 2-piece molecular cluster, C3H2O2S overall, with properties calculated with the ωB97M-V functional and the def2-TZVPD basis.

SMILES: C=C=O.O=C=S
highest occupied orbital energy: -9.36 eV

```
! RIJCOSX wB97M-V def2-TZVPD def2/J DEFGRID3
* xyz 0 1
C 0.721 0.395 -0.428
C 1.247 -0.130 0.618
C -1.582 -0.189 -0.044
O 1.787 -0.667 1.486
O -2.056 0.742 -0.496
S -1.473 -1.574 0.565
H 0.204 1.262 -0.263
H 1.151 0.161 -1.437
*
```

---

Going by the energies, entry x is most stable and the next is 0.0116 hartree up.

---

Entry w
Below is one molecule with the formula C22H24N2O4, with properties calculated with the ωB97M-V functional and the def2-TZVPD basis.

SMILES: C=CCN(Cc1cc(OC)ccc1OC)C(=O)c1cc2ccc(OC)cc2[nH]1
highest occupied orbital energy: -7.59 eV

```
! RIJCOSX wB97M-V def2-TZVPD def2/J DEFGRID3
* xyz 0 1
C 4.708 2.948 0.973
C 3.576 3.261 0.371
C 2.948 2.444 -0.717
N 1.588 2.057 -0.377
C 0.553 2.706 -0.977
O 0.741 3.626 -1.757
C -0.814 2.250 -0.657
C -1.919 3.042 -0.481
C -3.024 2.183 -0.255
C -4.385 2.381 -0.006
C -5.193 1.285 0.151
C -4.688 -0.029 0.067
C -3.346 -0.257 -0.175
C -2.529 0.860 -0.332
N -1.190 0.926 -0.561
H -0.583 0.140 -0.730
H -2.925 -1.248 -0.245
O -5.623 -1.009 0.244
C -5.210 -2.349 0.158
H -4.792 -2.579 -0.828
H -6.106 -2.946 0.317
H -4.471 -2.593 0.930
H -6.249 1.393 0.342
H -4.790 3.379 0.058
H -1.928 4.113 -0.500
C 1.460 1.119 0.709
C 1.553 -0.330 0.288
C 1.615 -0.713 -1.035
C 1.692 -2.061 -1.399
C 1.699 -3.023 -0.402
C 1.635 -2.646 0.934
C 1.562 -1.311 1.294
O 1.493 -0.843 2.576
C 1.518 -1.774 3.630
H 1.466 -1.184 4.543
H 0.658 -2.451 3.589
H 2.443 -2.360 3.629
H 1.644 -3.421 1.684
H 1.757 -4.073 -0.638
O 1.747 -2.308 -2.738
C 1.849 -3.642 -3.169
H 1.894 -3.598 -4.256
H 2.759 -4.119 -2.788
H 0.977 -4.231 -2.867
H 1.614 0.025 -1.823
H 0.516 1.280 1.238
H 2.261 1.316 1.431
H 3.538 1.543 -0.912
H 2.879 3.045 -1.629
H 3.022 4.147 0.648
H 5.134 3.564 1.746
H 5.267 2.066 0.704
*
```

---

Entry x
Below is one molecule with the formula C22H24N2O4, with properties calculated with the ωB97M-V functional and the def2-TZVPD basis.

SMILES: Cc1ccc(C(=O)C[C@]2(O)C(=O)N(CN3CCOCC3)c3ccccc32)cc1
highest occupied orbital energy: -8.48 eV

```
! RIJCOSX wB97M-V def2-TZVPD def2/J DEFGRID3
* xyz 0 1
C -2.986 -4.116 0.198
C -2.296 -2.937 -0.412
C -0.928 -2.944 -0.654
C -0.305 -1.844 -1.207
C -1.031 -0.689 -1.512
C -2.411 -0.699 -1.311
C -3.027 -1.807 -0.770
H -4.097 -1.802 -0.618
H -3.015 0.147 -1.596
C -0.271 0.471 -2.024
O 0.862 0.340 -2.443
C -0.892 1.850 -1.943
H -1.948 1.849 -2.207
H -0.345 2.501 -2.630
C -0.749 2.466 -0.520
C -1.441 1.645 0.529
C -2.781 1.468 0.784
C -3.151 0.616 1.817
C -2.188 -0.034 2.568
C -0.833 0.164 2.336
C -0.467 1.014 1.311
N 0.807 1.428 0.917
C 0.723 2.358 -0.079
O 1.630 3.028 -0.513
C 2.070 1.131 1.591
N 2.777 -0.020 1.121
C 3.198 0.076 -0.271
C 4.084 -1.119 -0.614
O 3.417 -2.338 -0.373
C 3.048 -2.430 0.978
C 2.119 -1.287 1.389
H 1.925 -1.358 2.462
H 1.165 -1.383 0.844
H 2.546 -3.392 1.099
H 3.948 -2.406 1.613
H 4.336 -1.110 -1.675
H 5.005 -1.079 -0.013
H 3.759 1.003 -0.398
H 2.345 0.093 -0.964
H 1.866 1.012 2.659
H 2.707 2.007 1.429
H -0.099 -0.330 2.953
H -2.490 -0.697 3.365
H -4.196 0.463 2.037
H -3.521 1.996 0.204
O -1.173 3.804 -0.531
H -0.451 4.337 -0.891
H 0.755 -1.862 -1.414
H -0.344 -3.820 -0.410
H -3.726 -4.519 -0.493
H -3.510 -3.818 1.105
H -2.277 -4.901 0.445
*
```

---

Going by the energies, entry x is most stable and the next is 0.0602 hartree up.

---

Entry w
Below is one molecule with the formula C12H12, with properties calculated with the ωB97M-V functional and the def2-TZVPD basis.

SMILES: Cc1ccc2ccccc2c1C
highest occupied orbital energy: -7.88 eV

```
! RIJCOSX wB97M-V def2-TZVPD def2/J DEFGRID3
* xyz 0 1
C -3.359 -0.107 0.018
C -1.874 -0.195 0.090
C -1.516 -1.530 0.090
C -0.172 -1.958 -0.059
C 0.755 -0.989 -0.053
C 2.085 -1.282 -0.055
C 3.118 -0.324 0.157
C 2.697 1.064 0.036
C 1.425 1.412 -0.107
C 0.491 0.433 -0.147
C -0.971 0.844 -0.093
C -1.432 2.163 0.069
H -3.728 0.392 -0.787
H -4.100 0.130 0.945
H -3.571 -1.254 0.043
H -2.397 -2.271 -0.221
H 0.051 -3.024 -0.308
H 2.129 -2.399 0.344
H 4.163 -0.468 0.251
H 3.314 1.857 0.047
H 1.116 2.447 -0.174
H -1.118 2.640 1.082
H -2.559 2.050 -0.159
H -0.793 2.717 -0.731
*
```

---

Entry x
Below is a 2-piece molecular cluster, C12H12 overall, with properties calculated with the ωB97M-V functional and the def2-TZVPD basis.

SMILES: c1ccccc1.c1ccccc1
highest occupied orbital energy: -9.15 eV

```
! RIJCOSX wB97M-V def2-TZVPD def2/J DEFGRID3
* xyz 0 1
C 2.714 1.102 -0.583
C 2.584 1.069 0.762
C 2.313 -0.106 1.477
C 2.170 -1.199 0.769
C 2.360 -1.128 -0.671
C 2.504 0.080 -1.422
C -1.024 0.192 -0.337
C -1.537 -1.076 -0.241
C -2.948 -1.279 -0.010
C -3.766 -0.167 0.151
C -3.267 1.157 0.104
C -1.965 1.275 -0.188
H 2.920 2.093 -0.987
H 2.433 2.109 1.321
H 2.162 0.026 2.566
H 2.235 -2.269 1.288
H 2.094 -2.165 -0.889
H 2.398 0.157 -2.484
H -0.033 0.224 -0.443
H -0.835 -1.856 -0.423
H -3.706 -2.055 0.149
H -4.841 -0.135 0.329
H -4.019 2.040 0.512
H -1.632 2.302 0.185
*
```

---

Going by the energies, entry w is most stable and the next is 0.0070 hartree up.

---

Entry w
Below is one molecule with the formula C3H5ClFN, with properties calculated with the ωB97M-V functional and the def2-TZVPD basis.

SMILES: FC1(Cl)CNC1
highest occupied orbital energy: -9.69 eV

```
! RIJCOSX wB97M-V def2-TZVPD def2/J DEFGRID3
* xyz 0 1
C -0.269 -0.012 0.118
C 0.639 -1.119 0.726
C -0.010 -0.670 -1.215
H 0.273 -1.594 1.674
H 1.598 -0.570 0.906
H 1.596 -1.877 -1.021
H -0.869 -1.124 -1.809
H 0.609 -0.143 -1.943
N 0.671 -1.827 -0.553
F -1.538 -0.025 0.787
Cl 0.222 1.713 0.071
*
```

---

Entry x
Below is one molecule with the formula C3H5ClFN, with properties calculated with the ωB97M-V functional and the def2-TZVPD basis.

highest occupied orbital energy (spin up / spin down): -8.24 / -8.09 eV

```
! RIJCOSX wB97M-V def2-TZVPD def2/J DEFGRID3
* xyz 0 1
C 0.370 -0.880 0.345
C -0.326 0.510 0.264
C 1.468 -0.637 -0.636
N -1.320 0.799 -0.495
F 2.464 0.021 -0.156
Cl -2.941 -0.342 -0.202
H 0.922 -1.010 1.314
H -0.362 -1.763 0.167
H -0.060 1.359 0.921
H 1.360 -0.441 -1.773
H -1.560 1.759 -0.442
*
```

---

Going by the energies, entry w is most stable and the next is 0.1075 hartree up.

---

Entry w
Below is H26NeO13 as an isolated structure, with properties calculated with the ωB97M-V functional and the def2-TZVPD basis.

highest occupied orbital energy: -9.78 eV

```
! RIJCOSX wB97M-V def2-TZVPD def2/J DEFGRID3
* xyz 0 1
Ne -0.199 -0.003 0.362
O -4.593 0.072 0.275
H -3.833 0.599 0.028
H -4.792 -0.444 -0.507
O 1.606 -1.738 -0.918
H 0.729 -2.115 -0.981
H 2.178 -2.486 -0.750
O -1.071 -2.483 -0.887
H -1.781 -3.109 -1.024
H -1.226 -2.132 -0.010
O 1.772 0.790 3.019
H 1.628 -0.135 3.220
H 2.181 1.146 3.807
O 3.513 0.731 -0.083
H 2.956 -0.045 -0.029
H 4.344 0.406 -0.430
O -0.630 2.716 -1.932
H -0.444 3.293 -2.672
H -0.420 3.241 -1.159
O -1.593 -0.176 -2.500
H -0.715 -0.040 -2.857
H -1.494 -0.912 -1.896
O 1.160 -0.454 -3.656
H 1.736 0.101 -4.182
H 1.672 -0.657 -2.873
O -2.593 1.585 -0.102
H -1.895 1.642 -0.754
H -2.142 1.659 0.739
O -1.271 -2.472 1.967
H -0.611 -2.214 2.610
H -2.061 -1.999 2.230
O -1.038 2.122 2.048
H -0.263 1.621 2.302
H -1.351 2.511 2.864
O 1.186 -2.085 3.359
H 1.874 -2.415 2.781
H 1.566 -2.135 4.236
O 2.146 2.121 -2.211
H 1.217 2.183 -1.987
H 2.549 1.710 -1.446
*
```

---

Entry x
Below is H26NeO13 as an isolated structure, with properties calculated with the ωB97M-V functional and the def2-TZVPD basis.

highest occupied orbital energy: -10.61 eV

```
! RIJCOSX wB97M-V def2-TZVPD def2/J DEFGRID3
* xyz 0 1
Ne -0.324 -0.283 -0.152
O 0.890 -1.856 2.440
H 1.399 -1.161 2.022
H 1.007 -2.615 1.869
O -2.097 0.192 -3.248
H -1.215 0.312 -2.896
H -2.676 0.350 -2.502
O -1.209 2.812 0.142
H -1.264 3.135 -0.757
H -1.764 3.407 0.645
O 2.433 1.002 -2.137
H 2.054 0.353 -2.730
H 2.407 1.822 -2.629
O 1.400 -2.919 -1.982
H 1.179 -3.517 -2.696
H 2.321 -2.703 -2.126
O 1.346 3.477 1.016
H 1.751 3.989 0.316
H 0.576 3.080 0.608
O -0.285 1.857 3.002
H 0.163 1.289 3.630
H 0.422 2.265 2.502
O 0.591 -0.746 -3.151
H 0.854 -1.602 -2.813
H 0.407 -0.900 -4.078
O -3.976 1.128 -0.952
H -3.403 0.872 -0.230
H -3.871 2.077 -1.017
O -2.686 0.561 1.557
H -2.328 -0.216 1.986
H -1.995 1.219 1.638
O 2.480 0.245 1.405
H 3.242 0.821 1.470
H 1.866 0.721 0.846
O 1.372 -4.063 0.550
H 1.555 -3.759 -0.339
H 2.231 -4.283 0.911
O -1.770 -1.959 2.948
H -0.883 -1.853 2.604
H -2.197 -2.553 2.330
*
```

---

Going by the energies, entry w is most stable and the next is 0.0036 hartree up.